[1]
{
  "formula": "C29H43F32O16P3",
  "method": "ωB97M-V with the def2-TZVPD basis set",
  "species": ["F", "C", "F", "C", "F", "F", "C", "O", "C", "F", "F", "C", "F", "F", "H", "H", "H", "H", "F", "C", "F", "C", "F", "F", "C", "O", "C", "F", "F", "C", "F", "F", "H", "H", "H", "H", "F", "C", "F", "C", "F", "F", "C", "O", "C", "F", "F", "C", "F", "F", "H", "H", "H", "H", "F", "C", "F", "C", "F", "F", "C", "O", "C", "F", "F", "C", "F", "F", "H", "H", "H", "H", "C", "O", "P", "O", "O", "C", "O", "C", "H", "H", "H", "H", "H", "H", "H", "H", "H", "C", "O", "P", "O", "O", "C", "O", "C", "H", "H", "H", "H", "H", "H", "H", "H", "H", "C", "O", "P", "O", "O", "C", "O", "C", "H", "H", "H", "H", "H", "H", "H", "H", "H"],
  "xyz": [[-1.8839, -1.6049, -3.2588], [-2.6944, -1.0400, -2.3285], [-3.8677, -0.7092, -2.8893], [-2.9208, -2.0276, -1.1158], [-3.7197, -2.9968, -1.4951], [-3.4825, -1.3498, -0.1183], [-1.6401, -2.6770, -0.6638], [-0.8231, -1.5368, -0.3555], [0.4362, -1.6720, 0.0086], [0.6222, -2.7167, 0.8227], [1.2943, -1.8411, -1.1026], [0.8996, -0.4564, 0.8430], [0.1940, -0.5488, 1.9892], [2.1884, -0.6388, 1.1824], [-2.1624, -0.1608, -1.9012], [-1.3113, -3.2012, -1.5430], [-1.8246, -3.3057, 0.1628], [0.8473, 0.5303, 0.3859], [-2.3608, -4.9123, -7.0786], [-1.5369, -3.7945, -6.9114], [-0.5819, -3.8408, -7.8661], [-2.4158, -2.5550, -6.9524], [-2.9671, -2.5248, -8.2397], [-1.6687, -1.4367, -6.8281], [-3.5134, -2.4893, -5.9515], [-4.5169, -3.5130, -6.1616], [-4.9142, -4.3625, -5.1752], [-3.8359, -4.9591, -4.6020], [-5.5499, -3.7358, -4.1645], [-5.8587, -5.3596, -5.9007], [-6.0430, -6.5213, -5.3007], [-7.0624, -4.7145, -6.0010], [-1.0439, -3.7933, -5.9482], [-4.0601, -1.5846, -5.8888], [-3.0812, -2.5749, -4.9890], [-5.4246, -5.6273, -6.8473], [4.2957, 0.1222, -4.3582], [3.8695, 0.1256, -3.1168], [4.9125, 0.5234, -2.3593], [2.5951, 0.9965, -2.9396], [2.2696, 0.7345, -1.6788], [1.6968, 0.4795, -3.7899], [2.5712, 2.5157, -3.2629], [3.5442, 3.1422, -2.5026], [4.0305, 4.2995, -2.9740], [4.8752, 4.0318, -4.0047], [3.0946, 5.1489, -3.4218], [4.8335, 4.8445, -1.8211], [5.2159, 6.0947, -2.1067], [3.9517, 4.9744, -0.7763], [3.5777, -0.9108, -2.9170], [1.6308, 2.9223, -2.9015], [2.4809, 2.6786, -4.3839], [5.7263, 4.2356, -1.5588], [0.5781, -8.3716, 2.3485], [-0.0233, -7.1948, 2.4858], [0.8853, -6.3506, 3.1058], [-0.4204, -6.5248, 1.1910], [-0.9623, -5.3251, 1.5465], [-1.4796, -7.2089, 0.7330], [0.6887, -6.3816, 0.1563], [0.1821, -5.8637, -1.0739], [-0.0980, -6.6882, -2.0668], [1.0260, -7.1867, -2.6306], [-0.8484, -7.7149, -1.6919], [-0.8292, -5.9723, -3.1816], [-0.2772, -4.7107, -3.3327], [-0.9101, -6.6530, -4.3077], [-0.9528, -7.2875, 3.1157], [1.2603, -7.3402, 0.0312], [1.3585, -5.6253, 0.5588], [-1.8373, -5.7452, -2.9037], [-0.0650, 0.1238, 5.2022], [0.7017, 0.6958, 6.3148], [0.1712, 1.8612, 7.2020], [-1.1701, 1.7053, 7.7540], [1.4145, 2.0414, 8.1956], [1.8990, 0.8881, 8.9617], [0.2476, 3.1332, 6.2372], [-0.6931, 4.2651, 6.4434], [0.3230, -0.8797, 5.1139], [0.2689, 0.6560, 4.3277], [-1.1054, 0.1658, 5.2850], [2.2981, 1.3390, 9.8764], [2.6185, 0.4173, 8.2598], [1.1124, 0.1675, 9.1723], [-1.2780, 4.2920, 5.5259], [-0.2404, 5.2167, 6.6440], [-1.2899, 4.0393, 7.3044], [-1.0863, 5.5618, -1.1999], [-2.0213, 4.5083, -0.7839], [-1.5533, 3.2101, 0.0263], [-0.2157, 2.6865, -0.3332], [-1.9355, 3.6765, 1.5109], [-1.2354, 3.0512, 2.6246], [-2.6145, 2.1230, -0.3509], [-3.9628, 2.4248, -0.0236], [-0.0087, 5.4836, -0.7556], [-1.6394, 6.5922, -1.0140], [-0.8989, 5.3678, -2.2328], [-1.5142, 2.0333, 2.7589], [-1.4234, 3.6292, 3.5672], [-0.1405, 3.0930, 2.4069], [-4.5554, 1.7508, -0.6224], [-4.1919, 3.4560, -0.3954], [-4.3409, 2.2809, 0.9972], [2.7900, 2.5533, 1.8586], [1.9886, 3.6427, 2.2866], [2.3863, 4.8124, 3.2928], [1.2717, 5.2945, 4.1624], [3.7059, 4.3813, 4.1025], [3.6318, 3.4745, 5.2220], [3.1409, 5.8290, 2.2917], [3.3081, 7.2442, 2.4170], [3.0766, 1.9650, 2.7096], [3.6805, 2.8708, 1.3299], [2.1396, 1.9222, 1.2290], [4.3001, 2.6043, 5.0683], [2.5934, 3.0607, 5.2863], [3.7239, 3.9996, 6.2461], [4.4265, 7.4262, 2.6430], [2.7708, 7.4838, 3.3185], [2.9619, 7.8173, 1.5091]],
  "mulliken_charge": [-0.29, 0.59, -0.33, 0.84, -0.30, -0.27, -0.85, -0.22, 0.64, -0.28, -0.30, 0.99, -0.24, -0.30, 0.02, 0.12, 0.53, -0.37, -0.24, 0.32, -0.29, 0.88, -0.33, -0.29, -0.28, -0.44, 0.92, -0.19, -0.30, 0.11, -0.28, -0.26, 0.09, 0.67, -0.38, 0.30, -0.32, 0.05, -0.25, 1.22, -0.27, -0.33, -1.16, -0.30, 0.84, -0.32, -0.28, 0.23, -0.28, -0.17, 0.35, 0.26, 0.43, 0.19, -0.27, 0.04, -0.28, 1.15, -0.23, -0.30, -1.23, -0.25, 1.12, -0.33, -0.30, -0.01, -0.21, -0.28, 0.31, 0.32, 0.50, 0.27, -0.44, -0.25, 0.68, -0.77, -0.34, -0.63, 0.18, -0.70, 0.30, -0.04, 0.43, 0.24, 0.24, 0.33, 0.11, 0.22, 0.47, -0.56, -0.45, -0.07, 0.22, -0.39, 0.62, 0.16, -0.78, 0.15, 0.25, 0.30, 0.37, -0.29, -0.28, 0.23, 0.30, 0.27, -0.14, 0.52, 0.40, -0.68, -0.36, -0.29, -0.20, -0.74, 0.32, 0.33, -0.37, 0.34, -0.16, 0.26, 0.26, 0.31, 0.22],
  "charge": 0,
  "energy_ev": -178362.3120,
  "smiles": "FC(F)C(F)(F)COC(F)(F)C(F)F.FC(F)C(F)(F)COC(F)(F)C(F)F.FC(F)C(F)(F)COC(F)(F)C(F)F.FC(F)C(F)(F)COC(F)(F)C(F)F.COP(=O)(OC)OC.COP(=O)(OC)OC.COP(=O)(OC)OC",
  "homo_ev": -10.544,
  "largest_force_ha_per_bohr": 0.060,
  "gap_ev": 10.95
}

***

[2]
{
  "formula": "C12H16Br12N2O",
  "method": "ωB97M-V with the def2-TZVPD basis set",
  "species": ["C", "O", "C", "C", "N", "C", "C", "C", "N", "C", "C", "H", "H", "H", "H", "H", "H", "H", "H", "H", "H", "H", "H", "C", "Br", "Br", "Br", "H", "C", "Br", "Br", "Br", "H", "C", "Br", "Br", "Br", "H", "C", "Br", "Br", "Br", "H"],
  "xyz": [[-3.6162, 2.9875, -0.1323], [-2.2574, 2.4466, 0.0380], [-1.2701, 3.5028, 0.3140], [0.1000, 3.3341, -0.6305], [-0.1483, 2.5660, -1.9097], [-0.7530, 3.3868, 1.8677], [-1.0888, 2.0961, 2.8790], [-0.4329, 2.1849, 4.3666], [0.4087, 3.2299, 5.0149], [0.7672, 4.3995, 4.1631], [0.2059, 4.5022, 2.6407], [-3.6811, 3.9527, -0.7916], [-4.2662, 2.1158, -0.6224], [-4.0536, 3.1695, 0.9584], [-1.7489, 4.5841, 0.1514], [0.6382, 4.3694, -0.7733], [0.8270, 2.6543, 0.0277], [0.8184, 2.4229, -2.3318], [-0.4226, 1.5819, -1.6129], [-1.7348, 1.1767, 2.4895], [-0.6747, 1.2401, 5.0591], [1.4647, 5.2819, 4.5634], [0.5426, 5.4501, 2.0063], [0.7871, -1.3092, 0.3842], [1.8015, -2.8522, 0.9961], [0.6077, 0.0375, 1.7764], [1.5229, -0.5628, -1.2546], [-0.2223, -1.6628, 0.1495], [3.9389, -4.9897, 4.3179], [3.4202, -5.7878, 2.6215], [4.3827, -3.1055, 4.1258], [2.5961, -5.2804, 5.6952], [4.8498, -5.5008, 4.6466], [0.2741, -4.5899, -3.0285], [1.2493, -5.4425, -1.5772], [-1.2451, -3.5652, -2.3760], [1.4429, -3.5154, -4.1527], [-0.1271, -5.3909, -3.6581], [-0.9522, -3.8122, -7.1624], [-2.8336, -3.3511, -7.3412], [-0.6111, -5.6639, -7.6510], [0.1910, -2.5820, -8.1443], [-0.6970, -3.7090, -6.1025]],
  "mulliken_charge": [-0.66, -0.27, 0.10, -0.47, -0.67, 0.32, -0.70, -0.17, -0.50, -0.18, -0.42, 0.29, 0.22, 0.25, 0.42, 0.30, 0.24, 0.27, 0.27, 0.54, 0.28, 0.28, 0.21, -0.28, 0.03, 0.06, -0.06, 0.32, -0.32, -0.04, -0.01, -0.01, 0.34, -0.34, -0.04, 0.00, 0.01, 0.37, 0.20, -0.01, -0.01, 0.00, -0.18],
  "charge": 0,
  "energy_ev": -858230.7142,
  "homo_ev": -8.769,
  "largest_force_ha_per_bohr": 0.108,
  "gap_ev": 8.32
}

***

[3]
{
  "formula": "C40H53F3N5O5RbS2Sb2Se2",
  "method": "ωB97M-V with the def2-TZVPD basis set",
  "species": ["Rb", "C", "C", "C", "C", "C", "C", "C", "N", "N", "C", "C", "C", "C", "C", "C", "N", "C", "C", "C", "C", "C", "C", "N", "H", "H", "H", "H", "H", "H", "H", "H", "H", "H", "H", "H", "H", "H", "H", "H", "H", "H", "H", "H", "C", "Sb", "C", "C", "C", "C", "C", "C", "C", "C", "C", "Sb", "C", "C", "H", "H", "H", "H", "H", "H", "H", "H", "H", "H", "H", "H", "H", "H", "H", "H", "H", "H", "H", "H", "O", "C", "C", "C", "O", "C", "Se", "C", "Se", "H", "H", "H", "H", "H", "H", "H", "H", "H", "H", "S", "C", "C", "N", "C", "H", "H", "H", "F", "C", "F", "F", "S", "O", "O", "O"],
  "xyz": [[1.0817, -0.8914, 0.6387], [1.4618, 2.3870, -2.9581], [0.2974, 1.4408, -3.2741], [0.6641, 0.4028, -4.3007], [1.3314, 0.7327, -5.4803], [1.6208, -0.2640, -6.3962], [1.2477, -1.5682, -6.1108], [0.5888, -1.8089, -4.9147], [0.2939, -0.8491, -4.0436], [1.5492, 2.7766, -1.5562], [2.8308, 3.3361, -1.2435], [3.9497, 2.3311, -1.2873], [5.2639, 2.7886, -1.3441], [6.2968, 1.8724, -1.2861], [5.9860, 0.5272, -1.1762], [4.6484, 0.1658, -1.1491], [3.6449, 1.0374, -1.2125], [0.4696, 3.6442, -1.1110], [0.2850, 3.5034, 0.3824], [0.6679, 4.5178, 1.2440], [0.5241, 4.3347, 2.6146], [0.0179, 3.1348, 3.0709], [-0.3278, 2.1685, 2.1358], [-0.2153, 2.3441, 0.8198], [1.3993, 3.2887, -3.5975], [2.3865, 1.8627, -3.1964], [-0.5671, 2.0017, -3.6446], [-0.0016, 0.9313, -2.3591], [1.6130, 1.7586, -5.6841], [2.1303, -0.0276, -7.3227], [1.4731, -2.3799, -6.7901], [0.3036, -2.8116, -4.6147], [2.8043, 3.7033, -0.2124], [3.0678, 4.2018, -1.8935], [5.4639, 3.8515, -1.4094], [7.3283, 2.2019, -1.3185], [6.7564, -0.2278, -1.0998], [4.3567, -0.8698, -1.0841], [-0.4530, 3.3440, -1.6086], [0.6684, 4.7047, -1.3455], [1.0732, 5.4431, 0.8503], [0.8315, 5.1072, 3.3084], [-0.0851, 2.9076, 4.1235], [-0.7109, 1.2122, 2.4824], [-4.3406, 1.8949, 1.5171], [-3.1859, 1.8810, -0.3114], [-3.3638, 4.0477, -0.5657], [-4.9984, 1.6024, -1.5519], [-5.8240, 0.4173, -1.1985], [-7.0404, 0.6061, -0.5430], [-7.8993, -0.4467, -0.2690], [-7.5474, -1.7235, -0.6787], [-6.3325, -1.9334, -1.3080], [-5.4282, -0.8937, -1.5555], [-4.1030, -1.2005, -2.1279], [-2.5353, -1.8315, -0.5887], [-3.8281, -1.7785, 1.1534], [-3.1506, -3.8741, -0.9650], [-4.8325, 2.8595, 1.6425], [-3.6997, 1.7089, 2.3781], [-5.0891, 1.1074, 1.4545], [-4.3728, 4.3764, -0.3169], [-3.1415, 4.3434, -1.5929], [-2.6580, 4.5459, 0.1000], [-4.6443, 1.5275, -2.5828], [-5.5800, 2.5195, -1.4535], [-7.3226, 1.6136, -0.2558], [-8.8380, -0.2672, 0.2410], [-8.2165, -2.5576, -0.5017], [-6.0654, -2.9356, -1.6245], [-3.6593, -0.3629, -2.6652], [-4.1428, -2.0650, -2.7910], [-4.8041, -1.3498, 0.9323], [-3.3420, -1.2048, 1.9422], [-3.9454, -2.8056, 1.4957], [-4.2360, -3.9575, -0.9111], [-2.7046, -4.4753, -0.1817], [-2.7950, -4.2368, -1.9299], [4.7044, -1.3107, 4.9285], [3.2893, -1.4647, 4.8405], [2.4908, -0.1700, 5.0752], [2.7094, 0.2848, 6.5284], [4.0742, 0.5547, 6.8525], [1.0170, -0.5659, 4.8598], [-0.3866, 0.6632, 5.4986], [2.9111, 0.9756, 4.1292], [3.9116, 0.5022, 2.4739], [4.9378, -0.7532, 4.1514], [3.0048, -2.1969, 5.6032], [3.0130, -1.8755, 3.8625], [2.3038, -0.4911, 7.1981], [2.1439, 1.1968, 6.7105], [4.5992, -0.1025, 6.3677], [0.8131, -1.5128, 5.3650], [0.8540, -0.7147, 3.7872], [3.5595, 1.6745, 4.6536], [2.0261, 1.5164, 3.7989], [4.1145, -5.0179, -0.6886], [3.4054, -4.8768, -2.2488], [2.9231, -3.6197, -2.4192], [3.1188, -2.7747, -1.3631], [3.7176, -3.3688, -0.3845], [3.3816, -5.7114, -2.9289], [2.4082, -3.2549, -3.2959], [3.9872, -2.8907, 0.5490], [-1.0303, -6.2511, 0.3216], [0.0092, -5.6226, 0.8956], [-0.0404, -5.8857, 2.2087], [1.1247, -6.1964, 0.4041], [0.1121, -3.7773, 0.5970], [1.4170, -3.5142, 1.1371], [-0.9890, -3.2043, 1.3389], [0.0136, -3.6627, -0.8396]],
  "mulliken_charge": [0.98, -1.32, 0.16, -0.09, -0.64, -0.51, -0.55, -0.38, 0.00, 1.03, -0.80, 0.51, -1.11, -0.58, -0.46, -0.19, 0.62, -1.13, 0.30, -0.51, -0.73, -0.80, -0.46, 0.60, 0.13, 0.70, 0.39, 0.07, 0.43, 0.40, 0.38, 0.50, 0.45, 0.24, 0.43, 0.38, 0.45, 0.06, 0.30, 0.25, 0.50, 0.42, 0.27, 0.66, -1.36, 0.95, -1.64, -2.16, 1.34, -0.41, -0.64, -0.71, -0.55, 0.55, -1.70, 0.44, -1.28, -1.56, 0.48, 0.40, 0.33, 0.60, 0.41, 0.38, 0.64, 0.62, 0.31, 0.38, 0.39, 0.33, 0.39, 0.71, 0.26, 0.43, 0.40, 0.52, 0.37, 0.35, -0.66, -1.20, 1.92, -1.06, -0.64, -1.40, -0.65, -0.40, -0.52, 0.25, 0.59, 0.38, 0.37, 0.38, 0.48, 0.47, 0.21, 0.35, -0.44, -0.19, -0.10, -0.75, 0.12, -0.17, 0.41, 0.20, 0.34, -0.21, 0.39, -0.21, -0.19, -0.06, -0.37, -0.62, -0.32],
  "charge": -2,
  "energy_ev": -234275.8335,
  "homo_ev": -0.968,
  "largest_force_ha_per_bohr": 0.038,
  "gap_ev": 4.23
}